1.
Formula: CH14NO4
Source: the OMol25 dataset
Level of theory: the ωB97M-V functional and the def2-TZVPD basis

Positions of all 20 atoms, in Å:
C1 -0.62008 -2.35202 -0.41527
N1 0.74069 -1.73809 -0.04512
H1 -0.75650 -3.25226 0.23094
H2 -0.55961 -2.68710 -1.44087
H3 -1.36840 -1.59144 -0.29800
H4 0.63062 -1.18105 0.72165
H5 1.54008 -2.40247 0.05460
H6 1.04103 -1.08179 -0.81486
H7 -0.07415 2.99250 2.82878
H8 1.47403 2.93494 3.12701
O1 0.72697 2.41781 2.74484
H9 -2.25771 1.33815 -2.92719
H10 -1.50939 2.43102 -3.39529
O2 -1.32009 1.59144 -2.97628
H11 0.47189 0.52800 -2.18066
H12 0.65940 1.39064 -1.01609
O3 0.91590 0.54940 -1.30118
H13 0.33654 0.62836 1.91198
H14 0.07312 -0.28267 3.05773
O4 -0.14433 -0.23336 2.13331

Atomic forces in eV per Å
C 1.629 -1.179 0.721
N 0.816 -2.532 -4.421
H -0.218 0.991 -0.420
H -0.034 0.013 -0.206
H -0.247 0.177 0.249
H -0.361 1.893 3.443
H -1.169 0.314 0.234
H -0.470 -0.221 0.914
H 1.094 -0.650 -0.019
H -0.891 -0.515 -0.430
O -0.192 1.118 0.357
H 0.393 -0.782 0.382
H 0.879 0.746 -0.351
O -1.170 -0.021 0.006
H 0.345 0.011 0.543
H -0.474 2.148 1.069
O 0.010 -1.681 -2.102
H -1.034 -1.158 0.445
H -0.060 -0.327 0.833
O 1.154 1.656 -1.246

Properties
LUMO (eV): -2.76
Multiplicity: 1
Charge: +1

2.
Formula: CH14NO5
Source: the OMol25 dataset
Level of theory: the ωB97M-V functional and the def2-TZVPD basis

Positions of all 21 atoms, in Å:
C1 -0.43887 1.90004 1.65248
N1 0.40631 1.01462 1.35519
H1 -1.02839 1.77952 2.55510
H2 -0.62557 2.73711 0.99287
H3 0.91768 1.10300 0.46646
H4 0.61490 0.16046 1.93301
H5 0.38133 -1.86495 2.15046
H6 1.63480 -1.65233 3.02673
O1 0.83020 -1.22107 2.72216
H7 -1.31189 0.54909 -1.25197
H8 -1.36160 1.78072 -2.15585
O2 -1.07234 1.49119 -1.28237
H9 -0.01697 -1.83430 -0.50507
H10 -0.04022 -3.25508 0.06171
O3 0.26749 -2.35090 0.26228
H11 0.87476 1.22167 -1.44862
H12 2.37976 1.36739 -1.79234
O4 1.76438 0.93271 -1.18295
H13 -0.71352 -1.26626 -2.91096
H14 -2.17220 -1.33652 -2.51422
O5 -1.29004 -1.25610 -2.13408

Atomic forces in eV per Å
C -0.568 -0.075 0.350
N 0.344 0.068 -0.622
H 0.108 0.119 0.075
H 0.101 -0.010 -0.043
H 0.332 -0.041 0.169
H 0.020 0.006 0.202
H 0.184 -0.006 -0.214
H 0.051 0.084 0.018
O -0.233 -0.056 0.219
H 0.014 0.056 -0.231
H -0.065 0.090 0.090
O 0.150 -0.098 0.043
H -0.060 -0.143 0.078
H 0.212 0.553 0.125
O -0.328 -0.573 -0.201
H 0.025 0.035 -0.296
H -0.120 -0.132 0.310
O -0.190 0.166 -0.090
H 0.066 -0.024 0.143
H -0.140 -0.179 0.156
O 0.095 0.159 -0.280

Properties
LUMO (eV): -3.79
Multiplicity: 1
Charge: +1

3.
Formula: CH14O5S2
Source: the OMol25 dataset
Level of theory: the ωB97M-V functional and the def2-TZVPD basis

Positions of all 22 atoms, in Å:
C1 0.65067 2.22744 -3.74461
S1 1.18343 3.29400 -2.36282
S2 1.02918 1.92517 -0.82279
H1 1.16281 2.60206 -4.63443
H2 -0.39148 2.52060 -3.88853
H3 0.74760 1.14886 -3.75492
H4 1.94053 2.43067 0.03755
H5 3.13556 -2.63503 3.08683
H6 1.71259 -2.98045 2.93956
O1 2.42849 -2.54521 2.45823
H7 -0.96120 -0.65163 -1.48475
H8 -0.12003 -0.64021 -2.90968
O2 -0.64444 -1.11329 -2.26551
H9 -0.56722 -3.17289 -0.40641
H10 -0.32161 -3.90695 0.91037
O3 -0.79301 -3.15417 0.53128
H11 -1.22943 2.81778 2.41828
H12 -2.31241 3.18685 3.44056
O4 -1.46583 2.75293 3.34740
H13 -1.21299 -1.44348 1.73561
H14 -2.44319 -1.45036 2.75618
O5 -1.52804 -1.21270 2.61260

Atomic forces in eV per Å
C -0.670 1.298 -0.740
S 0.428 -0.332 -0.149
S -0.229 -0.308 0.585
H 0.180 -0.044 0.137
H -0.040 -0.544 -0.089
H 0.350 -0.021 0.693
H -0.013 -0.004 -0.451
H 0.786 0.122 0.260
H -0.218 0.229 -0.296
O -0.592 -0.317 0.032
H 0.543 0.731 -0.492
H -0.082 0.706 0.639
O -0.492 -1.556 -0.025
H 0.011 0.107 -0.017
H -0.083 0.217 -0.024
O 0.078 -0.179 -0.137
H -0.078 -0.016 -0.045
H -0.229 0.134 -0.080
O 0.314 -0.097 0.123
H -0.483 -0.511 -0.116
H -0.053 -0.214 -0.546
O 0.572 0.598 0.738

Properties
LUMO (eV): 0.45
Multiplicity: 1
SMILES: CSS.O.O.O.O.O

4.
Formula: CH15N2O5
Source: the OMol25 dataset
Level of theory: the ωB97M-V functional and the def2-TZVPD basis

Positions of all 23 atoms, in Å:
N1 2.39960 -0.37170 0.09695
C1 1.49290 0.54744 -0.16566
N2 0.89953 1.25155 0.76734
H1 2.36864 -0.93305 0.93740
H2 2.98521 -0.81668 -0.58340
H3 1.18179 0.73027 -1.18666
H4 0.56022 2.12654 0.35589
H5 0.98995 1.16854 1.75634
H6 -3.35226 -0.77589 -2.47165
H7 -3.88425 0.58814 -2.79271
O1 -3.24141 0.16512 -2.22604
H8 0.53582 4.66941 0.90669
H9 -0.79068 3.94914 1.07027
O2 0.10866 3.84361 0.73962
H10 0.47500 -5.11023 -0.61606
H11 1.08028 -3.85730 0.01002
O3 0.51725 -4.61327 0.20065
H12 -2.11865 1.62424 -1.04112
H13 -0.73873 2.11392 -1.39141
O4 -1.18364 1.35216 -1.00513
H14 -0.25922 -2.27489 2.88866
H15 -0.14667 -3.13784 1.75023
O5 0.12066 -2.23922 1.99974

Atomic forces in eV per Å
N 0.065 -1.147 0.194
C 0.102 -0.230 1.452
N 0.350 0.204 -2.394
H -0.073 0.541 0.534
H -0.335 0.129 -0.774
H 0.491 0.339 -0.058
H -0.772 -0.221 1.135
H 0.395 -0.182 0.448
H 0.242 0.650 0.394
H -0.321 0.329 -0.220
O -0.288 -1.015 -0.320
H 0.526 0.886 0.118
H -0.005 -0.006 -0.045
O -0.643 -0.629 -0.149
H -0.069 -0.197 -0.203
H 0.048 -0.081 -0.076
O 0.018 0.320 0.320
H 0.348 -0.689 -0.128
H -0.050 0.139 -0.181
O -0.180 0.807 0.076
H 0.252 0.691 0.142
H 0.296 0.003 -0.779
O -0.398 -0.641 0.516

Properties
LUMO (eV): -2.93
Multiplicity: 1
Charge: +1

5.
Formula: CH15NO6
Source: the OMol25 dataset
Level of theory: the ωB97M-V functional and the def2-TZVPD basis

Positions of all 23 atoms, in Å:
C1 -0.42887 -1.69953 0.71753
N1 -1.20189 -1.27301 1.62404
H1 -0.50862 -1.27669 -0.27928
H2 0.32335 -2.47284 0.86849
H3 -1.04510 -1.74608 2.50761
H4 -3.97256 -0.03039 0.18939
H5 -2.62059 -0.26689 0.89436
O1 -3.12727 0.38438 0.38045
H6 2.51572 -0.40688 -0.25735
H7 3.37207 -0.80883 -1.47775
O2 2.52088 -0.95185 -1.08606
H8 3.16220 1.20154 1.36917
H9 1.62141 1.08642 1.23501
O3 2.45977 0.55558 1.23723
H10 1.02231 -0.61760 -2.00836
H11 0.21130 -0.52622 -3.32632
O4 0.12094 -0.51109 -2.38314
H12 -1.98434 1.37914 -0.82234
H13 -0.71099 0.99052 -1.62875
O5 -1.14247 1.72111 -1.14616
H14 -0.46962 1.35298 1.74644
H15 -0.25215 1.98911 0.36895
O6 0.13450 1.92714 1.27684

Atomic forces in eV per Å
C 0.005 0.067 -0.057
N -0.050 -0.062 -0.082
H -0.002 -0.007 -0.069
H 0.033 -0.012 0.062
H 0.042 -0.048 0.170
H -0.020 0.050 -0.028
H 0.285 -0.086 0.204
O -0.308 0.146 -0.184
H 0.088 -0.161 -0.231
H 0.639 0.091 -0.312
O -0.724 0.131 0.631
H -0.059 -0.090 0.011
H 0.069 -0.037 0.059
O -0.039 0.102 -0.121
H -0.022 -0.064 -0.113
H 0.085 -0.009 -0.704
O -0.007 0.064 0.786
H -0.209 -0.269 0.131
H -0.189 0.056 0.038
O 0.454 0.211 -0.170
H -0.297 -0.203 0.184
H -0.049 -0.064 0.137
O 0.274 0.194 -0.343

Properties
LUMO (eV): 0.61
Multiplicity: 1
SMILES: C=N.O.O.O.O.O.O

6.
Formula: CH16O6S
Source: the OMol25 dataset
Level of theory: the ωB97M-V functional and the def2-TZVPD basis

Positions of all 24 atoms, in Å:
C1 1.93985 1.75715 2.51547
S1 0.61282 0.54496 2.76162
H1 2.79907 1.31541 2.99715
H2 2.07121 1.99636 1.47631
H3 1.69918 2.68786 3.02852
H4 -0.54371 1.20945 2.62849
H5 2.47833 -1.04334 -4.54379
H6 1.30315 -0.76981 -3.59325
O1 2.13580 -1.24539 -3.66884
H7 -4.57026 1.13545 0.42083
H8 -4.33000 1.55123 -1.02423
O2 -4.28923 0.79293 -0.43312
H9 3.79565 -2.41674 -2.02328
H10 4.00092 -1.04764 -2.58196
O3 4.39565 -1.66053 -1.95182
H11 -2.30136 -2.44592 -1.55438
H12 -2.62726 -0.99180 -1.47324
O4 -2.03561 -1.59731 -1.93766
H13 0.83514 -2.91724 -0.22455
H14 0.92660 -1.76512 0.79624
O5 0.58800 -2.65779 0.66567
H15 -2.75515 3.24196 2.30164
H16 -3.48454 2.01787 2.89376
O6 -2.64423 2.30801 2.52442

Atomic forces in eV per Å
C -1.111 0.608 0.451
S 0.082 -0.837 0.142
H 0.328 -0.053 -0.205
H 0.376 -0.175 -0.409
H 0.072 -0.066 0.132
H 0.283 0.477 -0.164
H -0.112 -0.001 -0.104
H -0.062 -0.005 -0.002
O 0.081 0.016 -0.004
H 0.114 -0.054 0.003
H 0.014 -0.034 -0.015
O -0.036 -0.001 -0.090
H 0.221 0.187 0.098
H -0.072 0.035 0.113
O -0.097 -0.253 -0.065
H 0.297 0.105 -0.197
H 0.097 0.254 -0.051
O -0.392 -0.256 0.282
H 0.055 0.145 -0.083
H -0.058 0.015 -0.046
O -0.062 -0.122 0.173
H -0.031 -0.239 0.115
H 0.068 0.101 0.072
O -0.054 0.154 -0.147

Properties
LUMO (eV): 0.07
Multiplicity: 1
SMILES: CS.O.O.O.O.O.O

The records above yield relative energy (zero: lowest compared OMol25 entry of this formula, charge and spin) values of 23.06; 0.00; 38.93; 36.63; 8.35; 22.21 kcal/mol, respectively.